(1)
17
Properties=species:S:1:pos:R:3 method="wB97M-V/def2-TZVPD" homo_lumo_gap_ev=5.07 lumo_energy_ha=-0.0554 e_above_lowest_ev=7.897
O 1.33579 0.11617 3.10776
O 0.07749 2.11818 -0.15682
C 1.46649 -0.12839 1.76789
C 0.33636 -0.81223 -0.26905
C -1.37315 -0.22733 -2.22596
C -1.04809 -0.79754 -0.89153
C 0.50448 -0.85089 1.12867
H 1.19809 -0.81374 -0.92226
H -0.22532 -1.40797 1.72335
H -1.41328 0.22661 -0.65920
H -1.60127 -1.65319 -0.53702
H -1.35398 -0.84098 -3.12780
H -1.54425 0.82714 -2.42174
H 1.96167 0.64676 1.17778
H 2.15768 -0.15218 3.54077
H 0.05378 1.18841 -0.47658
H -0.53249 2.56117 -0.75825

(2)
17
Properties=species:S:1:pos:R:3 method="wB97M-V/def2-TZVPD" homo_lumo_gap_ev=10.48 lumo_energy_ha=0.0333 e_above_lowest_ev=2.728
O 0.37166 -1.57149 1.10342
O -0.89125 1.11992 1.53825
C -0.52081 -1.46753 -0.00532
C 1.43177 -1.07590 0.28277
C -0.86791 1.60400 0.20846
C 0.43700 -0.51227 -0.75227
C 0.24537 1.01729 -0.68007
H 1.20637 1.43483 -0.34923
H -1.85503 1.49107 -0.26311
H 2.04257 -0.35127 0.82707
H 0.08827 1.41870 -1.69284
H -0.57073 -2.43117 -0.53227
H 2.06354 -1.89197 -0.11084
H -1.61556 0.49230 1.64267
H -0.68496 2.68371 0.27848
H 0.65121 -0.80587 -1.78717
H -1.53152 -1.15434 0.29200

(3)
17
Properties=species:S:1:pos:R:3 method="wB97M-V/def2-TZVPD" homo_lumo_gap_ev=9.34 lumo_energy_ha=0.0331 smiles="COCC1=C(O)C1.[H][H]" e_above_lowest_ev=5.054
O 2.22760 -1.45315 -0.86756
O -1.32020 -0.50640 0.03272
C 2.28846 0.55985 0.86615
C -0.57900 0.49870 0.68596
C 1.80100 -0.48773 -0.05083
C -2.70245 -0.35280 0.22705
C 0.85482 0.20409 0.49061
H -3.07648 0.57769 -0.22797
H -0.82298 0.52096 1.76214
H 1.44336 -1.83601 -1.28828
H 0.47093 0.32850 -2.36915
H 2.67876 0.28232 1.85185
H -3.19189 -1.20679 -0.24639
H -0.83427 1.49381 0.28003
H -2.95891 -0.34177 1.29832
H 0.97495 0.24710 -2.91016
H 2.74628 1.47161 0.46551

(4)
17
Properties=species:S:1:pos:R:3 method="wB97M-V/def2-TZVPD" homo_lumo_gap_ev=10.67 lumo_energy_ha=0.0367 smiles="C=C[C@H](CO)OC" e_above_lowest_ev=2.522
O -0.71123 -2.25079 0.77747
O 0.71118 0.97660 -0.09386
C -1.40877 0.00420 -0.56407
C 0.22849 -1.20032 0.84085
C 0.06075 -0.24407 -0.35158
C 2.08316 0.95924 -0.39133
C -2.00033 1.16731 -0.33480
H 2.47082 1.95334 -0.15925
H -2.00466 -0.83666 -0.91969
H 0.13001 -0.68537 1.80840
H -1.57314 -1.80358 0.90206
H 1.20259 -1.68651 0.83992
H 2.25796 0.74992 -1.45756
H 2.63013 0.21504 0.20558
H 0.47450 -0.72975 -1.25555
H -3.06763 1.28375 -0.49400
H -1.41116 2.04790 -0.10098